3 unconnected molecules or ions with the total composition C25H26BIN3O2PS2 at a distorted geometry. Source: OMol25; level of theory: ωB97M-V/def2-TZVPD.

```
! wB97M-V def2-TZVPD RIJCOSX def2/J DEFGRID3
* xyz 0 1
C -4.694 0.708 7.129
C -5.356 0.420 5.662
I -7.417 1.232 5.782
C -4.573 1.369 4.621
C -3.767 0.594 3.481
C -2.195 0.672 3.486
C -1.328 -0.028 2.366
C -2.129 -0.824 1.312
C -3.697 -0.942 1.319
C -4.533 -0.209 2.397
P -6.410 -0.363 2.290
S -7.281 1.274 1.681
S -1.254 -1.737 -0.020
C 0.502 -1.241 0.185
C 1.498 -1.731 -0.929
C 3.008 -1.373 -0.857
C 3.481 -0.561 0.376
C 2.477 -0.076 1.485
C 0.934 -0.391 1.398
N 0.117 0.162 2.480
B 0.312 1.679 2.373
O 0.065 2.351 1.110
O 0.701 2.383 3.575
H -5.122 1.724 7.479
H -4.993 -0.085 7.896
H -3.554 0.785 6.982
H -5.353 -0.686 5.388
H -5.336 2.052 4.083
H -3.870 2.101 5.178
H -1.745 1.265 4.351
H -4.192 -1.574 0.492
H -6.871 -0.712 3.599
H -6.721 -1.497 1.442
H 1.139 -2.332 -1.825
H 3.703 -1.711 -1.693
H 4.592 -0.299 0.447
H 2.953 0.509 2.341
H -0.829 2.755 1.217
H 1.486 2.925 3.336
C 6.011 -1.896 -6.267
C 4.661 -1.949 -5.953
C 4.262 -2.774 -4.913
N 5.107 -3.529 -4.192
C 6.407 -3.460 -4.518
C 6.906 -2.665 -5.537
H 6.362 -1.261 -7.074
H 3.934 -1.363 -6.502
H 3.218 -2.847 -4.628
H 7.067 -4.082 -3.921
H 7.967 -2.647 -5.755
C 0.902 2.433 -3.093
C 0.348 2.603 -4.354
C 0.853 1.846 -5.399
N 1.851 0.958 -5.265
C 2.370 0.815 -4.034
C 1.934 1.521 -2.926
H 0.533 3.006 -2.249
H -0.458 3.306 -4.522
H 0.450 1.940 -6.403
H 3.177 0.094 -3.954
H 2.389 1.363 -1.956
*
```

Its SMILES is C[C@@H](I)Cc1cc2c(cc1[PH2]=S)Sc1ccccc1N2B(O)O.c1ccncc1.c1ccncc1. The value obtained for the LUMO energy is -0.59 eV. For the electronic energy, the calculation gives -2743.06092 a.u. The gap between HOMO and LUMO comes out at 7.065 eV.